--- 1 ---
Here is C8H11Cl in the gas phase from the OMol25 dataset. Energies are from the ωB97M-V functional and the def2-TZVPD basis.

## Properties
SMILES string = CC(C)=C/C=C\C=C\Cl
Highest occupied orbital energy = -8.21 eV
Charge = 0
HOMO-LUMO gap = 0.32137 hartree

Geometry as XYZ:
```
20
Properties=species:S:1:pos:R:3:lowdin_charge:R:1
C 0.182 0.534 -2.476 -0.134
C -0.006 -0.581 -1.768 -0.127
C -0.150 1.889 -2.150 -0.179
C -0.521 -0.955 -0.445 -0.097
C -1.148 2.216 -1.318 -0.562
C 0.001 -0.626 0.748 -0.368
C -0.646 -1.029 2.043 -0.093
C 1.049 0.446 0.954 -0.047
Cl -1.614 3.833 -1.069 0.646
H 0.775 0.286 -3.434 0.132
H 0.216 -1.441 -2.437 0.105
H 0.280 2.658 -2.634 0.057
H -1.321 -1.777 -0.428 0.134
H -1.599 1.493 -0.824 0.017
H -0.304 -2.085 2.506 0.119
H -1.789 -1.195 1.852 0.105
H -0.522 -0.418 2.914 0.048
H 1.398 0.959 0.011 0.088
H 1.849 -0.176 1.262 0.073
H 0.554 1.153 1.612 0.084
```

--- 2 ---
Here is C8H11Cl in the gas phase from the OMol25 dataset. Energies are from the ωB97M-V functional and the def2-TZVPD basis.

## Properties
SMILES string = C#C[C@@]1(C)C[C@@]1(Cl)CC
Highest occupied orbital energy = -8.48 eV
Charge = 0
HOMO-LUMO gap = 0.34220 hartree

Geometry as XYZ:
```
20
Properties=species:S:1:pos:R:3:lowdin_charge:R:1
C -1.409 -2.165 1.811 0.137
C -0.679 -1.291 1.382 -0.149
C 1.395 -0.266 0.393 -0.072
C 0.067 -0.119 1.276 -0.382
C 0.297 0.504 -0.403 -0.680
C -0.027 0.827 2.410 -0.093
C -0.070 0.460 -2.894 -0.146
C -0.412 -0.119 -1.564 -0.294
Cl 0.728 2.199 -0.484 0.694
H -2.054 -3.056 1.942 0.048
H 2.223 0.316 0.400 0.049
H 1.475 -1.313 0.043 0.114
H 0.420 0.360 3.394 0.127
H -0.987 1.298 2.655 0.076
H 0.401 1.873 2.233 0.072
H 1.068 0.696 -2.845 0.108
H -0.638 1.331 -3.129 0.058
H -0.246 -0.273 -3.655 0.062
H -0.026 -1.207 -1.578 0.139
H -1.524 -0.056 -1.388 0.131
```

Which one sits at the top of the stability order? 1 does.

--- 1 ---
Here is 2 unconnected molecules or ions with the total composition C2H7NO3 from the OMol25 dataset. Energies are from the ωB97M-V functional and the def2-TZVPD basis.

## Properties
SMILES string = NC=O.OCO
Highest occupied orbital energy = -9.91 eV
Charge = 0
HOMO-LUMO gap = 0.39444 hartree

Geometry as XYZ:
```
13
Properties=species:S:1:pos:R:3:lowdin_charge:R:1
C 1.279 -0.550 -0.182 -0.385
O 1.807 0.727 -0.074 -0.040
O 0.743 -0.830 -1.452 -0.050
H 1.073 1.375 -0.109 0.060
H 1.376 -0.547 -2.124 0.097
H 2.119 -1.231 0.034 0.119
H 0.429 -0.768 0.605 0.119
N -1.503 -0.172 1.085 0.100
C -1.327 0.676 0.002 -0.398
O -0.758 1.737 0.070 0.022
H -1.240 0.187 1.993 0.115
H -2.223 -0.877 1.070 0.102
H -1.777 0.272 -0.919 0.139
```

--- 2 ---
Here is 2 unconnected molecules or ions with the total composition C2H7NO3 from the OMol25 dataset. Energies are from the ωB97M-V functional and the def2-TZVPD basis.

## Properties
SMILES string = NC(=O)O.CO
Highest occupied orbital energy = -10.25 eV
Charge = 0
HOMO-LUMO gap = 0.40537 hartree

Geometry as XYZ:
```
13
Properties=species:S:1:pos:R:3:lowdin_charge:R:1
C 0.242 0.734 1.832 -0.128
O 0.825 -0.570 1.740 -0.123
H 0.943 1.443 1.407 0.081
H -0.701 0.783 1.284 0.082
H 0.059 1.002 2.875 0.081
H 0.464 -1.102 2.436 0.078
N -0.918 -0.016 -2.400 0.170
C 0.051 -0.175 -1.458 -0.682
O -0.106 -1.334 -0.786 0.079
O 0.925 0.623 -1.226 0.072
H -0.746 0.684 -3.088 0.102
H -1.454 -0.825 -2.658 0.102
H 0.416 -1.247 0.044 0.085
```

--- 3 ---
Here is 2 unconnected molecules or ions with the total composition C2H7NO3 from the OMol25 dataset. Energies are from the ωB97M-V functional and the def2-TZVPD basis.

## Properties
SMILES string = O=CO.NCO
Highest occupied orbital energy = -9.80 eV
Charge = 0
HOMO-LUMO gap = 0.38383 hartree

Geometry as XYZ:
```
13
Properties=species:S:1:pos:R:3:lowdin_charge:R:1
N 1.721 -1.685 -1.322 0.020
C 2.427 -1.736 -0.101 -0.362
O 3.363 -0.640 -0.033 -0.088
H 2.416 -1.969 -2.003 0.071
H 1.346 -0.801 -1.640 0.075
H 1.891 -1.737 0.844 0.108
H 2.986 -2.664 -0.147 0.105
H 3.416 -0.272 0.857 0.070
O -4.007 2.409 -0.715 0.085
C -3.592 2.405 0.403 -0.384
O -4.342 2.306 1.529 0.050
H -2.600 2.754 0.715 0.135
H -5.025 1.630 1.615 0.114
```

--- 4 ---
Here is 2 unconnected molecules or ions with the total composition C2H7NO3 from the OMol25 dataset. Energies are from the ωB97M-V functional and the def2-TZVPD basis.

## Properties
SMILES string = O=CO.NCO
Highest occupied orbital energy = -9.89 eV
Charge = 0
HOMO-LUMO gap = 0.38131 hartree

Geometry as XYZ:
```
13
Properties=species:S:1:pos:R:3:lowdin_charge:R:1
N 1.320 -0.173 0.900 0.020
C 0.189 0.613 1.309 -0.323
O -0.532 1.319 0.292 -0.081
H 1.071 -1.146 0.795 0.074
H 2.011 0.099 0.216 0.081
H -0.494 -0.145 1.687 0.118
H 0.487 1.259 2.131 0.111
H -0.491 2.266 0.488 0.096
O -1.155 -2.299 -1.687 0.082
C -0.990 -1.124 -1.634 -0.437
O 0.158 -0.498 -1.795 0.069
H -1.844 -0.450 -1.445 0.137
H 0.270 0.279 -1.256 0.052
```

Which one sits at the top of the stability order? 2 does.

--- 1 ---
Here is 2 unconnected molecules or ions with the total composition C2H7NO3 from the OMol25 dataset. Energies are from the ωB97M-V functional and the def2-TZVPD basis.

## Properties
SMILES string = O=CO.NCO
Highest occupied orbital energy = -10.21 eV
Charge = 0
HOMO-LUMO gap = 0.40325 hartree

Geometry as XYZ:
```
13
Properties=species:S:1:pos:R:3:lowdin_charge:R:1
N -0.782 2.105 0.077 0.034
C -1.165 0.787 0.463 -0.328
O -0.901 -0.220 -0.521 -0.078
H -1.417 2.850 0.295 0.072
H 0.182 2.280 0.309 0.076
H -0.757 0.455 1.415 0.117
H -2.245 0.711 0.691 0.121
H -1.124 0.160 -1.371 0.095
O 1.424 -2.093 1.021 0.052
C 1.951 -1.990 -0.056 -0.404
O 1.301 -1.672 -1.176 0.047
H 2.990 -2.279 -0.248 0.132
H 0.544 -1.092 -0.900 0.064
```

--- 2 ---
Here is a molecular structure, C2H7NO3 from the OMol25 dataset. Energies are from the ωB97M-V functional and the def2-TZVPD basis.

## Properties
Highest occupied orbital energy = -9.48 eV
Charge = 0
HOMO-LUMO gap = 0.35877 hartree

Geometry as XYZ:
```
13
Properties=species:S:1:pos:R:3:lowdin_charge:R:1
H 0.998 0.405 -0.359 0.041
O 1.258 1.495 0.195 -0.087
N 0.588 -0.715 -0.683 0.073
H 1.414 2.119 -0.528 0.074
H 1.318 -1.384 -0.926 0.140
H 0.016 -0.577 -1.502 0.135
C -0.249 -0.976 0.517 -0.086
H -0.449 -2.027 0.679 0.111
H 0.243 -0.670 1.444 0.122
C -1.492 0.000 0.304 -0.629
O -2.605 -0.461 0.195 0.063
O -1.135 1.229 0.316 -0.007
H 0.097 1.562 0.349 0.051
```

Which one sits at the top of the stability order? 1 does.

--- 1 ---
Here is C2H3NO2 in the gas phase from the OMol25 dataset. Energies are from the ωB97M-V functional and the def2-TZVPD basis.

## Properties
SMILES string = NC(=O)C=O
Highest occupied orbital energy = -9.87 eV
Charge = 0
HOMO-LUMO gap = 0.38129 hartree

Geometry as XYZ:
```
8
Properties=species:S:1:pos:R:3:lowdin_charge:R:1
N 0.715 0.212 0.967 0.174
C 0.467 -0.166 -0.312 -0.514
O 1.290 -0.608 -1.090 0.069
C -1.008 -0.051 -0.720 -0.164
O -1.832 -0.807 -0.262 0.077
H 1.654 0.149 1.337 0.118
H -0.024 0.553 1.562 0.108
H -1.261 0.718 -1.483 0.132
```

--- 2 ---
Here is C2H3NO2 in the gas phase from the OMol25 dataset. Energies are from the ωB97M-V functional and the def2-TZVPD basis.

## Properties
SMILES string = COOC#N
Highest occupied orbital energy = -11.21 eV
Charge = 0
HOMO-LUMO gap = 0.42927 hartree

Geometry as XYZ:
```
8
Properties=species:S:1:pos:R:3:lowdin_charge:R:1
C 0.237 1.026 1.281 -0.343
C -0.164 -0.713 -0.738 -0.095
N 0.456 0.541 2.288 0.192
O -0.004 1.479 0.078 0.043
O 0.471 0.496 -0.850 -0.121
H 0.240 -1.389 -1.502 0.116
H -1.221 -0.383 -0.889 0.112
H -0.015 -1.056 0.332 0.096
```

Which one sits at the top of the stability order? 1 does.